# 1
Formula: C30H51LaNP2
Source: OMol25
Level of theory: ωB97M-V/def2-TZVPD

Summary:
E_LUMO (spin up / spin down) = -4.590 / -4.081 eV
Charge = +1
Orbital gap (spin up / spin down) = 3.35 / 3.95 eV

Last column: Löwdin charge in e.
Element x y z (Å)
1 La 0.59552 -0.23344 -1.40468  1.793
2 C 1.15763 -2.42531 2.19620  -0.206
3 C 0.56060 -1.35159 2.91001  -0.214
4 C -1.04096 -2.97636 2.57762  -0.195
5 C 0.17105 -3.43025 1.98522  -0.181
6 C -0.79839 -1.67880 3.11715  -0.174
7 C 2.54687 -2.47441 1.69258  -0.054
8 H 3.11622 -1.53808 1.79622  0.053
9 H 2.61887 -2.75603 0.62766  0.070
10 H 3.09209 -3.26116 2.23265  0.099
11 C 0.45409 -4.69565 1.29145  -0.035
12 H 1.50313 -4.99568 1.43263  0.087
13 H 0.28318 -4.60832 0.20974  0.086
14 H -0.20182 -5.47483 1.68385  0.092
15 C -2.36144 -3.62102 2.58647  -0.048
16 H -2.22506 -4.70674 2.64517  0.089
17 H -2.94356 -3.38891 1.67603  0.081
18 H -2.93011 -3.26653 3.45784  0.080
19 C -1.80964 -0.79716 3.73595  -0.043
20 H -2.35431 -1.34367 4.52470  0.095
21 H -2.57984 -0.45202 3.01832  0.053
22 H -1.38232 0.10953 4.19531  0.078
23 C 1.23111 -0.18648 3.53521  -0.058
24 H 1.13985 -0.21504 4.63537  0.099
25 H 0.80602 0.77493 3.21303  0.066
26 H 2.30347 -0.13336 3.32162  0.054
27 C 1.93130 2.25342 -2.40668  -0.228
28 C 3.28740 2.23894 -1.83427  -0.455
29 C 3.78267 3.48981 -1.10496  -0.209
30 C 2.75170 4.04086 -0.07132  -0.152
31 C 1.43986 3.25807 -0.03703  -0.224
32 C 0.32714 3.73890 -0.67644  -0.127
33 C 0.18873 4.08819 -2.13101  -0.152
34 C 1.41663 3.55927 -2.90013  -0.157
35 H 4.08500 4.21235 -1.88078  0.120
36 H 2.60121 5.07994 -0.40821  0.124
37 H 4.69725 3.15626 -0.58250  0.103
38 H 2.18745 4.33639 -2.82138  0.118
39 H 1.64141 1.40461 -3.04086  0.069
40 H 4.14452 1.96598 -2.49403  0.143
41 H 1.14896 3.46132 -3.95565  0.131
42 H -0.78391 3.70197 -2.50578  0.109
43 H -0.49352 4.07837 -0.03075  0.101
44 H 0.13985 5.18999 -2.26499  0.138
45 H 3.20103 4.09282 0.94377  0.123
46 H 1.31255 2.64829 0.88635  0.082
47 P 2.89202 1.07481 -0.46725  0.849
48 P -2.36874 1.48009 0.97486  0.876
49 C -1.08451 1.32205 -1.51321  -0.526
50 C -2.30785 1.95737 -0.86536  -0.415
51 H -1.02285 1.67288 -2.58851  0.070
52 H -0.13442 1.72023 -0.96116  -0.039
53 H -2.29432 3.05771 -0.90813  0.064
54 H -3.29782 1.64381 -1.25943  0.082
55 C -4.17799 1.68882 1.03737  -0.295
56 H -4.57024 1.35784 2.00428  0.040
57 H -4.60051 1.07995 0.22533  0.046
58 H -4.38387 2.75071 0.85718  0.052
59 C -1.74149 2.94567 1.85215  -0.304
60 H -2.08735 3.84914 1.36582  0.035
61 H -0.65767 2.99886 1.87896  0.006
62 H -2.08204 2.95190 2.88495  0.047
63 C 3.31018 -0.36971 -1.63331  -0.320
64 H 3.48802 -1.21927 -0.97316  0.031
65 H 4.24728 -0.07621 -2.10892  0.060
66 H 2.59946 -0.66608 -2.47328  0.013
67 C 3.71748 1.30473 1.08587  -0.222
68 H 2.98992 1.38221 1.90478  0.042
69 H 4.33140 2.20365 1.20408  0.061
70 H 4.33311 0.40793 1.19258  0.061
71 C -2.44346 -4.84743 -0.46560  -0.077
72 C -2.42437 -3.96685 -1.65427  -0.389
73 C -3.27265 -4.16609 -2.77887  -0.084
74 C -3.00784 -3.09692 -3.67367  -0.085
75 C -1.96487 -2.32211 -3.08310  -0.455
76 C -1.43908 -1.02481 -3.59370  -0.152
77 N -1.65308 -2.83428 -1.85045  0.018
78 H -3.43560 -4.82868 0.00395  0.081
79 H -2.22773 -5.88583 -0.74969  0.089
80 H -1.70767 -4.52944 0.26619  0.009
81 H -3.99149 -4.97591 -2.90197  0.092
82 H -3.46937 -2.84249 -4.62881  0.085
83 H -0.34048 -1.05018 -3.77208  0.021
84 H -1.94732 -0.78667 -4.53827  0.097
85 H -1.73163 -0.23079 -2.87285  0.014

Forces on atoms 1 to 2 (eV/Å):
-3.94 -3.45 0.65
-0.23 3.48 0.85

---

# 2
Formula: C7H14N
Source: OMol25
Level of theory: ωB97M-V/def2-TZVPD

Summary:
E_LUMO (spin up / spin down) = -4.826 / -4.948 eV
Charge = +1
Orbital gap (spin up / spin down) = 6.80 / 6.92 eV
Relative energy (zero: lowest compared OMol25 entry of this formula, charge and spin) = 106.32 kcal/mol

Last column: Löwdin charge in e.
Element x y z (Å)
1 C -0.20699 -0.49443 0.37803  -0.272
2 C -0.10450 -1.69129 1.05173  0.128
3 C -1.43174 0.24071 0.78013  -0.090
4 C 0.90188 -0.14768 -0.45789  -0.233
5 C -2.44651 -0.57473 1.40011  -0.131
6 C 1.91310 -1.04655 -1.13334  -0.040
7 C 0.79412 2.36454 -0.37230  0.016
8 N 0.64292 1.09118 -1.19917  0.005
9 H 0.50348 -2.44226 0.56512  0.081
10 H -0.37355 -1.91744 2.05332  0.083
11 H -1.88874 1.15088 0.25558  0.131
12 H -2.68182 -1.53171 0.79209  0.138
13 H -3.34292 0.03477 1.56938  0.093
14 H -2.12028 -1.02209 2.33503  0.079
15 H 1.43646 -2.02395 -1.56376  0.129
16 H 2.71350 -1.42998 -0.47015  0.096
17 H 2.39134 -0.57798 -2.02625  0.087
18 H 0.18964 3.12691 -0.89862  0.107
19 H 0.36739 2.16801 0.65295  0.114
20 H 1.82606 2.69101 -0.46624  0.101
21 H 1.36089 1.08727 -1.95533  0.176
22 H -0.44374 0.94482 -1.29042  0.202

Forces on atoms 1 to 2 (eV/Å):
1.21 0.22 0.55
1.85 -1.05 -1.02

---

# 3
Formula: C12H37N9O8
Source: OMol25
Level of theory: ωB97M-V/def2-TZVPD

Summary:
E_LUMO = 0.262 eV
Charge = 0
Orbital gap = 8.62 eV

Last column: Löwdin charge in e.
Element x y z (Å)
1 C 0.33464 2.55328 -4.22373  -0.087
2 O 0.21028 2.37803 -2.83465  -0.222
3 C 1.22752 2.89126 -2.01666  -0.226
4 C 0.68295 3.17529 -0.64010  -0.180
5 N 0.95430 2.05367 0.27762  -0.073
6 C 0.31716 2.16850 1.56675  -0.223
7 C 0.60479 0.99759 2.46598  -0.237
8 O -0.31946 1.03105 3.52497  -0.191
9 C -0.08889 0.09866 4.54321  -0.122
10 H 1.17450 1.97498 -4.62854  0.090
11 H 0.48999 3.61294 -4.45456  0.090
12 H -0.57525 2.18729 -4.69044  0.094
13 H 1.59729 3.84068 -2.44216  0.122
14 H 2.13009 2.26538 -2.04460  0.114
15 H -0.40620 3.23260 -0.69525  0.127
16 H 1.07623 4.10478 -0.21205  0.119
17 H 1.96346 1.96169 0.36685  0.116
18 H -0.76129 2.16929 1.32328  0.117
19 H 0.37331 3.14072 2.08317  0.126
20 H 1.62476 1.13451 2.87198  0.124
21 H 0.61553 0.04398 1.92909  0.113
22 H 0.89319 0.17820 5.03599  0.085
23 H -0.25179 -0.92838 4.21228  0.087
24 H -0.76120 0.38190 5.35827  0.088
25 N -1.67008 0.20102 -1.66248  0.174
26 C -1.13106 -0.84837 -0.97628  -0.653
27 N 0.23191 -0.78040 -0.88444  0.179
28 O -1.83164 -1.72560 -0.48513  0.001
29 H -1.05915 0.92948 -1.99165  0.060
30 H -2.68084 0.22458 -1.65196  0.075
31 H 0.62139 0.11989 -1.09210  0.051
32 H 0.71233 -1.43291 -0.27428  0.053
33 N -5.37237 1.07058 1.50026  0.143
34 C -4.23393 0.61447 0.86340  -0.661
35 N -3.20235 0.32469 1.69142  0.190
36 O -4.23066 0.46833 -0.34718  0.010
37 H -6.07459 1.51612 0.94043  0.095
38 H -5.45911 1.17496 2.49433  0.087
39 H -2.32096 0.05924 1.28260  0.085
40 H -3.16845 0.65270 2.63853  0.096
41 N -6.07532 -3.82644 0.96581  0.129
42 C -4.72921 -3.94135 0.75613  -0.699
43 N -4.18444 -2.98351 -0.02709  0.162
44 O -4.08082 -4.81406 1.31941  0.005
45 H -6.66963 -3.36500 0.30295  0.085
46 H -6.45077 -4.57445 1.51969  0.091
47 H -4.60024 -2.07901 -0.17249  0.076
48 H -3.19148 -3.00048 -0.23590  0.064
49 N 2.27685 -2.30774 2.82785  0.149
50 C 2.38749 -2.28634 1.45265  -0.657
51 N 3.31791 -1.37705 1.01336  0.173
52 O 1.56807 -2.84658 0.74571  0.031
53 H 1.60570 -2.94947 3.20390  0.105
54 H 2.84267 -1.70402 3.39410  0.086
55 H 3.90923 -0.96049 1.70968  0.094
56 H 3.53727 -1.34276 0.03292  0.052
57 O 3.28500 -0.36987 -1.69508  -0.093
58 C 4.21663 -1.23044 -2.33065  -0.245
59 C 5.33660 -0.43234 -2.94222  -0.229
60 O 4.74208 0.43721 -3.92119  -0.071
61 H 3.03733 0.24421 -2.39927  0.072
62 H 4.62920 -1.92832 -1.59471  0.119
63 H 3.74824 -1.90272 -3.05876  0.133
64 H 6.17893 -0.99386 -3.34869  0.121
65 H 5.73406 0.19784 -2.13307  0.122
66 H 5.39229 1.12034 -4.10720  0.087

Forces on atoms 1 to 2 (eV/Å):
0.57 -0.01 -0.03
-0.64 -0.52 0.38

---

| no. | F_max (eV/A) |
| --- | --- |
| 1 | 5.28 |
| 2 | 3.02 |
| 3 | 2.14 |